Formula: C50H43N2O9S
Source: OMol25
Level of theory: the ωB97M-V functional and the def2-TZVPD basis

E_tot = -84782.647 eV
LUMO = -3.89 eV
charge = +1
Kohn-Sham gap = 0.2837 Eh
HOMO level = -11.61 eV

CARTESIAN COORDINATES (ANGSTROEM)
H 1.13214 0.92775 0.39423
H -3.83556 -0.38272 1.32456
H -2.65012 -1.75072 3.30271
H 4.38548 4.40810 -1.56303
H -1.94737 -3.76504 0.69857
C -0.84931 2.70022 -4.60181
H 0.60569 1.68096 5.43730
C 4.08287 -6.17858 -2.53351
C 2.38244 -5.26308 -0.93525
C 0.33307 1.81433 2.18804
H -0.98721 2.58521 -5.66783
H -1.38387 2.84881 5.43258
O 1.70054 -2.08541 3.63833
C 3.42282 -6.92752 -4.71576
C -3.54191 4.58838 0.20534
O 2.02645 3.85446 -0.98259
O -8.06573 3.45970 1.16962
H 6.29906 4.68673 -3.09742
H -0.56193 -1.17726 3.00709
H 0.06497 -3.26848 2.05030
H -0.91046 -0.50160 1.43783
C 1.52081 3.29648 -5.05731
C -1.89754 2.46096 -3.72884
C -4.85479 -0.04927 1.46270
C -5.19131 1.28260 1.20453
H -5.55996 -1.96246 2.11937
H 6.76332 -5.58953 0.58575
H -7.23106 5.68934 0.49111
C 0.57242 3.24539 -2.73412
H -5.49274 7.33013 -0.12692
H 0.09214 -2.51814 0.40413
C 5.33172 4.39903 -3.48667
C 1.88532 3.67766 -2.17969
H 0.40196 2.72933 1.61068
C -6.19735 5.38359 0.41106
H -7.89141 -1.18723 2.44830
C 1.24447 0.84571 1.46329
C -1.84306 -2.84090 1.24594
C -5.82933 -0.93547 1.90896
O 6.31013 -6.24995 -1.76740
H 2.12440 -0.05106 3.67695
C -1.36684 2.01727 4.74544
C 4.26074 4.24351 -2.62412
H 1.32430 -6.81478 -5.15471
C 5.40562 -4.79135 2.04049
H 2.09400 -4.28133 1.54138
H -3.12839 6.62800 -0.28931
C 2.75309 -5.85736 -2.24452
C -0.22889 -1.14426 1.98083
C 4.41353 -6.70414 -3.77488
C 5.15585 -5.98024 -1.52001
H 0.73410 -5.85117 -2.96066
C -5.21996 6.30129 0.06501
C -6.51726 1.70126 1.36816
H -1.94482 1.22831 5.21562
H -2.50929 4.27714 0.12724
O 2.06838 -1.92282 5.77927
C -5.85157 4.06358 0.66233
C 0.39096 3.08286 -4.10850
C -4.51988 3.66023 0.54636
C -7.47826 0.80764 1.81038
C -6.91252 3.10569 1.07182
O 0.76365 2.13111 3.49036
H 3.82929 -4.01712 3.27920
C 1.76289 -6.08923 -3.19120
C 2.09698 -6.62801 -4.42127
C 0.04356 1.48951 4.53315
C 5.16694 4.18277 -4.85062
N 1.21136 -1.86737 5.02523
H -1.87804 2.25396 3.82190
H -0.34432 3.12329 -0.80384
H 5.44430 -6.94041 -3.99855
C 3.92843 3.82370 -5.35432
C -0.37100 -2.53352 1.38995
C -0.48615 3.00444 -1.86501
C 2.84868 3.67141 -4.49529
C 4.09212 -4.41659 2.30768
H 6.16469 -4.68674 2.80402
N 1.15252 -0.60734 1.83942
C 4.77021 -5.44327 -0.18214
C 3.11798 -4.56254 1.33530
H 3.68194 -7.34106 -5.68097
H -2.52437 2.41033 -1.67034
H 2.26109 1.14565 1.67801
C -1.71294 2.60817 -2.35685
C 3.45014 -5.08374 0.08939
H -2.86087 2.15645 -4.11559
H 0.00687 0.40634 4.42589
C 5.74395 -5.29924 0.79838
C -4.13032 2.24687 0.77720
O -2.97028 1.89494 0.62935
O 1.36350 3.16075 -6.25050
H -0.71402 1.53866 2.14901
C -7.13745 -0.50034 2.08920
H 6.00750 4.29717 -5.52160
H -8.49619 1.14534 1.94573
H -2.34696 -2.07233 0.66918
O 1.23809 -4.92627 -0.69467
C 3.01789 3.87172 -3.12232
H 3.05039 -1.04896 2.59440
H 1.56673 -1.12621 1.06548
C -3.89123 5.90630 -0.02986
S -2.65997 -3.01126 2.84786
C 2.06298 -0.90542 3.01520
H 3.79631 3.65831 -6.41432